1.
C32H53NP2Pb | wB97M-V/def2-TZVPD

The geometry in ORCA input format:
```
! RIJCOSX wB97M-V def2-TZVPD def2/J DEFGRID3
* xyz 2 1
C -0.68 3.05 0.61
C -1.39 1.80 0.22
H 2.45 -2.28 1.83
C -2.26 0.05 -0.99
C 4.76 -3.49 -2.96
C -1.67 -2.56 3.63
H -0.10 1.64 -2.57
H 2.77 3.35 0.21
C 3.56 1.98 -3.00
H 2.50 -6.00 -4.40
H 1.89 -2.31 -4.53
H 2.24 -3.68 5.83
H 4.59 -1.09 -4.79
H -1.16 3.05 -2.24
H 3.38 -2.89 -5.33
C -2.74 -0.77 -2.12
C -3.40 -1.91 5.20
Pb 1.02 -3.94 0.30
H -2.95 0.94 3.08
H -1.22 0.51 3.15
H 0.00 2.86 1.45
H -1.49 0.07 4.98
H 3.84 2.52 -3.92
H -3.55 -1.75 6.27
P 2.98 -4.02 -3.08
H 2.10 1.19 0.75
H -3.83 -0.69 -2.25
C -1.26 -0.88 5.50
C 0.39 -3.36 4.75
C -1.14 1.95 -2.34
C 6.76 -1.88 -1.81
H -3.89 -1.77 0.18
H 1.87 -3.89 -5.26
C 5.42 -0.97 -4.08
H 5.58 0.12 -3.97
H 1.90 1.34 -4.28
H -2.52 -1.84 -1.97
H 6.83 -2.79 -1.20
H -2.41 -3.35 3.40
H 6.34 -1.43 -4.49
H -1.63 -0.75 6.52
H 6.97 -1.01 -1.17
H -0.14 -3.21 5.71
H 3.49 -0.65 0.31
H 4.49 1.49 -2.64
H 2.09 3.44 -2.32
N -1.98 -2.05 4.97
H 4.30 0.10 -1.06
C -2.41 -0.25 0.38
C -1.93 0.87 1.14
C -1.96 1.11 2.61
C 1.89 -3.04 2.44
H -2.40 -2.37 0.92
C 3.37 -5.67 -3.81
H -3.90 -2.81 4.86
H 3.60 -3.60 3.72
H -0.10 3.42 -0.25
H -3.81 -1.04 4.65
C 0.47 -3.19 2.30
H -1.71 2.17 2.81
C 3.30 -0.01 -0.57
C 2.52 -3.46 3.67
C 2.49 1.00 -3.40
H -1.79 -1.77 2.87
H -3.48 -1.32 1.87
C -0.26 -3.10 3.52
C -1.60 1.31 -1.09
C -3.07 -1.49 0.87
C 2.93 2.57 -0.54
H 2.38 -1.81 -1.48
H 4.27 -5.67 -4.44
P 5.03 -1.74 -2.42
H 7.48 -1.93 -2.65
C 2.52 -3.19 -4.70
H 1.20 -0.58 -1.02
H -1.78 1.66 -3.20
H -1.36 3.87 0.92
C 3.07 3.04 -1.96
C 2.20 -0.22 -2.87
H 1.73 -0.96 -3.53
H -0.17 -1.01 5.53
C 2.81 1.32 -0.08
H 5.22 -4.12 -2.18
H 3.52 -6.38 -2.99
C 2.23 -0.70 -1.46
H 3.76 3.90 -1.97
H -2.27 -0.47 -3.06
C 1.78 -3.55 4.84
H 5.29 -3.64 -3.91
*
```

Computed properties:
- gap between HOMO and LUMO (Eh) = 0.130
- LUMO (eV) = -8.9

2.
C32H54BCl2N6O2 | wB97M-V/def2-TZVPD

The geometry in ORCA input format:
```
! RIJCOSX wB97M-V def2-TZVPD def2/J DEFGRID3
* xyz 1 1
H -0.50 -2.34 1.27
H 4.80 -3.62 2.63
C 5.52 -2.08 1.40
N -3.27 -3.82 3.29
C -3.58 0.19 0.71
H 2.46 2.87 -2.38
H -2.75 -1.62 0.11
H -5.34 -1.50 3.73
H -7.71 -3.78 1.85
H 2.69 -6.89 -1.91
C -4.21 4.05 -0.43
H -2.67 5.43 -0.16
C 1.83 -7.49 -2.22
C 2.93 6.93 -1.02
C -6.78 -3.31 2.13
H -5.97 -3.90 1.71
H 5.27 -1.68 0.44
N 0.32 -4.45 -2.90
H -2.00 -0.90 1.53
C -2.37 -0.71 0.53
C -0.21 -2.24 0.24
H 6.34 -2.76 1.29
Cl 3.89 -3.80 -0.43
C 2.63 1.68 1.07
H 3.86 4.00 -0.75
H 4.74 8.49 -3.56
H 2.73 1.33 2.08
C 2.31 -1.12 1.05
C -4.20 -3.24 3.65
H 2.75 -0.76 1.96
N 3.37 2.72 0.76
C 2.50 2.52 -1.37
H -3.32 5.82 -3.87
H -4.28 5.99 0.33
C 1.89 -7.72 -3.73
H 0.53 -6.66 -0.69
C -1.28 -0.12 -0.38
C -3.73 5.43 -0.43
H 1.04 -8.32 -4.07
H -7.52 -2.68 4.05
H -0.05 -0.54 3.84
H 0.56 -0.95 -1.12
C 1.99 -2.58 1.16
O 0.34 -0.86 3.02
N -4.62 2.98 -0.42
H 1.13 0.96 -1.75
H -2.10 5.31 -2.70
H 3.02 -4.32 1.65
H 1.50 -2.84 2.07
H 1.88 -6.77 -4.28
C 1.07 -3.06 0.06
C 3.92 7.91 -3.16
H -0.93 -2.64 -0.45
B 0.51 0.14 2.17
H -1.57 -0.40 -1.37
H 1.54 -2.77 -0.87
H 2.80 -8.24 -4.00
C 0.11 -0.80 -0.16
C -3.93 6.05 -1.82
C 0.54 -6.79 -1.77
C 3.29 -3.39 1.19
H -3.41 0.97 1.43
H -4.35 -0.44 1.14
H -5.00 6.06 -2.06
H 2.99 8.43 -3.43
O 0.14 1.41 2.48
H 4.05 8.76 -1.19
C 4.37 -2.79 2.10
C -3.18 5.32 -2.91
H -3.97 0.56 -0.21
H 1.90 -8.44 -1.71
H 3.07 6.85 0.05
H -3.61 7.09 -1.78
C -5.38 -2.52 4.12
H -3.52 4.29 -3.02
N 0.61 8.03 -1.47
H 5.89 -1.26 2.00
C -6.66 -3.22 3.65
H -6.70 -4.23 4.07
H 3.92 -2.19 2.86
H -0.82 1.44 2.55
C 1.81 1.03 0.24
C 4.05 7.77 -1.65
Cl -1.40 1.66 -0.35
H 3.02 -0.97 0.27
H 2.93 5.93 -1.45
N 1.10 -0.16 0.77
H 0.88 -4.11 0.13
H -0.34 -7.38 -2.04
H 3.92 6.93 -3.65
C 3.29 3.14 -0.48
C 0.41 -5.48 -2.40
C 1.63 7.54 -1.27
H -5.35 -2.47 5.20
H 5.01 7.31 -1.41
C 1.74 1.45 -1.03
H -6.75 -2.31 1.68
*
```

Computed properties:
- gap between HOMO and LUMO (Eh) = 0.388
- LUMO (eV) = -2.4
- ΔE to the lowest compared entry with this formula, charge and spin (eV) = 0.805

3.
C32H54BN8Re | wB97M-V/def2-TZVPD

The geometry in ORCA input format:
```
! RIJCOSX wB97M-V def2-TZVPD def2/J DEFGRID3
* xyz 3 2
H -4.76 1.61 -2.86
C 1.09 -1.23 -3.48
H -3.04 -4.30 -3.00
C -0.62 3.64 -0.62
C 5.19 2.41 0.76
B -2.55 -1.06 -0.08
C -3.52 1.38 -0.45
H 0.32 -1.42 -5.50
N 3.04 1.29 0.25
H 1.92 -2.46 4.15
H 2.28 -1.00 2.14
H 2.24 -0.69 -1.71
C -3.23 -4.41 -0.88
C -5.77 0.24 0.19
C 1.85 1.52 2.06
H -6.84 0.41 0.02
H -4.89 -2.28 -1.66
H 1.09 4.24 -1.80
C -4.43 -2.15 2.41
C 1.83 -0.20 -2.61
Re 0.38 0.08 -0.37
H 5.17 3.04 -0.14
H 0.21 2.39 3.11
H 3.40 -2.83 3.28
H 5.84 1.56 0.55
H -4.76 -2.58 1.46
H -5.58 -0.81 -0.01
H 0.19 0.22 -4.84
H -1.01 -3.30 -4.04
H 5.62 2.98 1.57
H -3.46 3.58 -0.73
H -3.43 -3.76 -0.02
H -4.00 -4.61 3.42
C -4.98 1.17 -0.72
C -1.58 2.49 -0.50
H -4.00 -5.17 -0.92
C -2.10 -2.63 -2.22
H -3.64 -1.47 0.02
C -0.39 4.29 0.75
C -5.13 0.81 -2.21
N -1.67 -1.43 1.16
H 3.43 -2.76 0.73
H -5.19 -2.40 3.15
H -1.33 4.62 1.19
C 3.82 1.96 1.11
C 0.71 3.34 -1.32
H 1.99 -3.88 3.10
C -0.58 -2.54 2.75
C -1.07 -2.64 -3.19
H -4.61 -2.44 -3.40
H -2.97 -2.43 3.92
H -0.38 -3.15 3.61
H 2.67 0.23 -3.15
N -2.54 0.49 -0.25
H -2.25 -4.69 3.39
C -3.10 -2.73 2.87
C 3.07 2.13 2.27
C 0.35 -1.90 1.97
H 3.40 2.63 3.17
H -1.15 4.36 -1.24
H 1.86 -3.54 0.49
N -1.33 1.16 -0.28
H 1.16 0.66 -2.38
N -0.63 -1.09 -1.67
H -6.18 0.64 -2.44
H -4.57 -0.10 -2.44
N 1.81 0.99 0.80
H 0.09 3.59 1.43
H -2.27 -4.90 -0.72
C 2.31 -2.84 3.21
N -1.82 -1.67 -1.33
H 0.25 5.17 0.64
H -4.38 -1.07 2.32
H -5.42 2.17 -0.60
N -0.32 -1.20 1.01
C 1.85 -2.00 2.03
H 1.47 3.03 -0.60
C -1.85 -2.23 2.22
C -3.12 -4.27 2.88
C 0.71 1.43 3.01
C 0.82 -0.67 -4.89
H 1.08 1.16 4.00
H 1.75 -0.42 -5.38
C -3.23 -3.60 -2.18
C 2.36 -2.59 0.70
H 1.74 -2.10 -3.58
H -3.15 -4.68 1.87
H 0.60 2.59 -2.11
H -0.03 0.69 2.70
H -5.58 0.45 1.24
C -2.94 2.65 -0.56
H 2.15 -1.91 -0.14
C -4.60 -2.97 -2.45
C -0.18 -1.67 -2.82
H 3.31 0.99 -0.67
H -5.35 -3.76 -2.50
*
```

Computed properties:
- gap between HOMO and LUMO (spin up / spin down) (Eh) = 0.213 / 0.235
- LUMO (spin up / spin down) (eV) = -11.4 / -11.0

4.
C32H54BrFNOPRhSi | wB97M-V/def2-TZVPD

The geometry in ORCA input format:
```
! RIJCOSX wB97M-V def2-TZVPD def2/J DEFGRID3
* xyz 1 5
C 2.86 6.28 0.41
H -3.17 -4.02 -2.91
C -2.80 2.30 -0.12
C -0.82 3.85 2.07
C 2.10 -3.05 1.32
H -1.72 -6.06 -2.45
H -1.55 2.92 -1.78
C -0.97 2.35 2.35
H 2.92 -2.55 0.80
H -1.78 1.08 3.93
H 0.30 -4.80 -5.36
C 1.29 -3.93 0.37
H 0.03 1.95 2.57
H 0.00 -5.08 -1.56
C -1.83 2.12 3.59
H -4.18 0.03 1.41
H 3.27 2.78 4.45
C 0.29 -1.43 -2.40
P -1.38 1.47 0.76
C -0.74 -4.44 -5.34
H -0.20 4.31 2.85
C -2.04 -0.24 1.13
H -3.15 3.65 -1.76
O 1.26 -0.92 -0.29
H -1.45 2.74 4.40
H -3.52 -1.45 2.09
H -2.84 -2.99 -4.32
C 2.20 3.94 0.21
C 2.53 3.02 3.68
C -1.29 -5.96 -3.45
C -3.32 -0.38 1.95
H 0.51 -5.04 2.06
H 1.56 2.68 4.04
H 5.45 1.74 2.42
C 1.62 4.31 -1.03
Br 0.46 0.44 -2.82
C 0.80 -1.82 -1.13
H -3.58 3.82 1.23
H -3.37 -4.66 -4.55
C 1.61 5.59 -1.53
H -1.89 -6.56 -4.13
C 0.13 -4.54 1.17
H 2.64 -5.57 0.78
C 0.07 -4.02 -1.80
C 2.86 5.00 0.90
C -2.76 -4.01 -3.93
H -1.33 -5.08 -6.00
H 3.05 -4.67 -0.70
H -2.87 2.39 3.43
H 5.19 3.38 1.84
H -4.19 2.20 1.58
C 2.22 -5.07 -0.10
H -4.78 3.08 0.17
C -3.89 2.88 0.78
H 1.49 0.16 2.22
H 1.14 5.78 -2.48
H 2.49 4.11 3.59
H 2.54 -3.68 2.10
H -3.27 0.08 2.93
H -3.24 -0.82 -0.59
Rh 0.84 1.18 -0.29
H -0.72 -1.83 -4.22
H -2.09 -2.05 -0.08
C -0.35 -2.25 -3.30
C 4.87 2.34 1.73
H -1.53 -0.64 -0.97
H -0.34 4.04 1.11
H -0.76 -3.43 -5.75
H 1.48 -2.30 1.80
H -3.23 1.47 -0.69
C -2.23 -0.98 -0.21
H -0.28 -6.37 -3.45
H -0.43 -5.27 0.58
H 2.23 7.61 -1.16
F 1.04 3.35 -1.76
H -0.56 -3.75 1.49
C -2.31 3.34 -1.13
H -1.21 -0.72 1.67
N 2.10 2.68 0.68
H 5.11 2.02 0.72
H 1.70 -5.81 -0.69
C -0.50 -3.59 -2.99
H 3.34 4.79 1.84
C 2.57 0.32 2.30
C 0.73 -3.22 -0.87
H -1.78 4.35 2.08
H 3.36 7.06 0.97
H -1.92 4.22 -0.63
C 2.23 6.59 -0.80
C -1.30 -4.50 -3.92
H 3.06 -0.30 1.56
Si 3.03 2.12 2.09
H 2.88 -0.03 3.29
*
```

Computed properties:
- gap between HOMO and LUMO (spin up / spin down) (Eh) = 0.293 / 0.165
- LUMO (spin up / spin down) (eV) = -1.9 / -5.4

5.
C32H55AsF6N3O10PtS5 | wB97M-V/def2-TZVPD

The geometry in ORCA input format:
```
! RIJCOSX wB97M-V def2-TZVPD def2/J DEFGRID3
* xyz 1 3
H -25.50 10.27 -23.77
O -22.05 8.91 -28.48
Pt -21.96 15.28 -22.79
H -17.79 14.30 -20.27
H -20.20 11.35 -19.17
H -16.76 18.58 -25.40
C -22.48 5.89 -24.46
S -21.38 8.84 -29.78
C -20.54 10.44 -30.13
C -24.86 13.79 -27.28
H -27.10 11.25 -22.23
C -22.90 7.16 -24.01
H -27.19 12.30 -23.48
C -25.32 14.59 -26.08
H -21.16 12.94 -31.63
S -20.01 13.48 -20.26
O -23.51 13.45 -22.16
O -23.16 15.35 -24.61
C -24.32 10.93 -22.15
H -21.62 7.92 -26.80
C -18.25 13.48 -20.80
C -18.64 8.99 -29.43
H -19.89 7.34 -28.61
H -21.38 5.37 -26.33
S -19.58 16.25 -25.54
F -20.54 10.47 -25.82
H -20.71 15.17 -32.85
F -21.25 11.07 -23.52
C -17.81 12.04 -20.48
H -18.00 14.80 -24.41
H -24.75 11.87 -24.07
C -18.88 17.94 -25.38
H -19.02 9.60 -25.44
H -18.85 18.09 -24.30
H -26.63 13.10 -20.92
H -19.38 18.71 -25.96
H -18.74 10.11 -20.44
C -17.98 15.37 -25.34
H -18.23 13.60 -21.88
H -23.26 10.72 -22.33
N -21.82 7.43 -25.94
F -19.14 12.05 -24.43
S -24.32 12.57 -21.32
As -20.82 12.01 -24.93
H -17.56 12.05 -19.42
H -19.76 16.94 -30.97
H -20.21 10.30 -31.16
C -22.41 8.08 -24.88
H -23.45 7.35 -23.11
H -23.52 14.24 -29.02
H -21.25 11.25 -30.05
C -19.76 7.94 -29.51
H -19.66 7.34 -30.41
O -24.59 17.09 -25.77
N -18.22 8.99 -25.30
H -24.80 15.46 -28.58
C -25.24 11.23 -23.33
C -20.27 11.69 -20.20
C -20.85 13.82 -31.09
H -25.61 14.00 -25.21
F -21.13 13.42 -23.89
H -22.53 9.15 -24.86
C -16.10 8.30 -25.21
O -20.79 14.05 -21.36
O -24.09 12.50 -19.90
H -17.26 17.90 -26.82
O -22.11 8.40 -30.94
H -16.86 11.76 -20.94
H -20.80 13.43 -28.92
H -21.22 11.41 -20.66
O -20.02 16.07 -26.93
C -17.42 17.78 -25.75
C -21.79 6.09 -25.65
O -20.04 14.07 -18.95
C -20.60 14.06 -29.77
F -22.48 12.03 -25.44
H -19.20 7.13 -25.20
C -20.62 15.03 -31.79
O -20.40 15.91 -24.39
C -19.27 10.40 -29.28
H -18.67 11.28 -29.47
H -15.98 16.12 -25.68
F -20.40 12.96 -26.32
C -26.45 11.96 -22.75
C -20.08 15.92 -30.89
C -16.95 9.46 -25.31
H -18.02 8.77 -28.56
H -26.11 15.26 -26.42
H -16.63 6.16 -25.00
H -17.98 8.84 -30.28
H -25.70 13.35 -27.83
C -16.91 16.42 -25.21
H -24.19 13.03 -26.89
C -18.24 7.63 -25.21
C -24.06 14.74 -28.22
C -18.99 11.09 -20.84
H -22.78 16.49 -27.72
C -23.06 15.51 -27.34
H -17.83 14.76 -26.23
H -19.71 10.43 -28.27
N -20.24 15.38 -29.61
H -15.02 8.35 -25.10
C -16.90 7.19 -25.18
H -20.29 15.84 -28.71
H -16.70 10.50 -25.40
H -26.11 14.10 -22.06
H -16.56 16.49 -24.18
H -22.67 4.92 -24.05
H -19.08 10.96 -21.92
C -25.97 13.05 -21.80
H -22.31 14.77 -27.08
S -23.94 15.78 -25.78
H -24.83 10.18 -21.54
*
```

Computed properties:
- gap between HOMO and LUMO (spin up / spin down) (Eh) = 0.267 / 0.101
- LUMO (spin up / spin down) (eV) = -2.7 / -6.8